130
Properties=species:S:1:pos:R:3:lowdin_charge:R:1 method="wB97M-V/def2-TZVPD" energy_ev=-63394.5838 de_lowest_ev=44.804 fmax_ha_per_bohr=0.387 orbital_gap_ev=7.0
C 6.941 -1.706 3.351 -0.054
C 5.741 -2.509 2.897 -0.439
C 5.291 -2.213 1.477 -0.192
O 4.945 -0.844 1.231 -0.142
C 3.788 -0.354 1.889 -0.096
N 5.989 -3.959 3.066 0.013
H 7.350 -2.018 4.312 0.073
H 6.818 -0.628 3.460 0.075
H 7.726 -1.802 2.602 0.081
H 4.907 -2.499 3.599 0.126
H 4.478 -2.870 1.169 0.092
H 6.088 -2.433 0.767 0.131
H 3.029 -0.024 1.180 -0.161
H 4.116 0.554 2.395 0.130
H 3.297 -1.046 2.575 0.123
H 6.132 -4.146 4.048 0.065
H 5.170 -4.480 2.785 0.064
C -2.606 1.451 2.873 -0.160
C -2.723 0.341 3.895 -0.377
C -1.720 0.570 5.126 -0.128
O -1.622 -0.561 6.065 -0.166
C -1.082 -1.705 5.481 -0.127
N -4.077 0.574 4.312 0.043
H -2.716 2.498 3.155 0.117
H -3.363 1.197 2.130 0.053
H -1.692 1.488 2.282 0.038
H -2.550 -0.651 3.477 0.100
H -2.094 1.467 5.619 0.121
H -0.786 0.775 4.602 0.077
H -0.906 -2.294 6.381 0.092
H -0.069 -1.480 5.146 0.075
H -1.737 -2.253 4.804 0.085
H -3.976 1.449 4.807 0.064
H -4.191 -0.049 5.098 0.072
C -1.120 -0.816 -2.437 -0.130
C -1.931 -1.181 -3.665 -0.243
C -1.519 -2.549 -4.261 -0.168
O -0.488 -2.405 -5.229 -0.201
C -0.383 -3.512 -6.118 -0.091
N -3.304 -1.337 -3.193 0.132
H -0.098 -1.144 -2.626 0.067
H -1.323 -1.464 -1.584 -0.002
H -1.393 0.226 -2.266 0.051
H -1.777 -0.363 -4.368 0.160
H -2.402 -2.995 -4.718 0.112
H -1.147 -3.262 -3.526 0.140
H 0.181 -4.268 -5.572 0.086
H 0.192 -3.268 -7.012 0.089
H -1.352 -3.949 -6.355 0.085
H -3.428 -2.127 -2.576 0.156
H -3.977 -1.566 -3.911 0.141
C -1.931 0.646 0.947 -0.109
C -1.419 0.056 -0.327 -0.360
C 0.090 0.257 -0.616 -0.087
O 0.856 -0.026 0.541 -0.041
C 2.165 0.408 0.503 -0.056
N -1.668 -1.382 -0.373 0.038
H -3.005 0.528 1.086 0.083
H -1.801 1.728 0.963 0.050
H -1.363 0.305 1.813 0.078
H -2.039 0.465 -1.125 0.031
H 0.311 1.314 -0.767 0.096
H 0.558 -0.264 -1.451 0.072
H 2.755 -0.075 -0.275 0.136
H 2.719 0.395 1.441 0.014
H 2.121 1.474 0.278 0.045
H -0.759 -1.771 -0.164 0.143
H -2.237 -1.547 0.445 0.080
C -1.131 2.058 -2.104 -0.005
C -0.296 3.314 -1.615 -0.279
C 0.398 4.050 -2.804 -0.195
O 1.234 3.182 -3.538 -0.206
C 1.669 3.685 -4.753 -0.102
N -1.158 4.347 -1.018 0.091
H -1.659 1.490 -1.337 0.044
H -0.381 1.458 -2.620 0.093
H -1.983 2.353 -2.716 0.126
H 0.326 2.750 -0.919 0.082
H 0.875 4.985 -2.507 0.130
H -0.439 4.360 -3.429 0.129
H 2.360 3.004 -5.248 0.097
H 2.288 4.578 -4.658 0.088
H 0.816 4.037 -5.333 0.093
H -1.899 4.602 -1.655 0.145
H -0.671 5.228 -0.932 0.152
O -3.349 -0.121 -1.560 -0.079
H -3.372 -0.557 -2.412 -0.199
H -2.593 -0.504 -1.115 -0.033
C -2.645 3.372 0.721 -0.114
O -1.242 3.406 0.502 -0.185
H -3.062 3.203 -0.272 0.088
H -2.908 2.537 1.371 0.014
H -2.965 4.318 1.157 0.105
H -0.987 3.587 -0.406 -0.300
C 2.756 -2.541 -1.085 -0.158
O 1.456 -2.916 -1.290 -0.091
H 3.216 -2.884 -0.159 0.070
H 3.467 -2.894 -1.833 0.094
H 2.787 -1.452 -1.109 0.058
H 1.089 -2.288 -1.916 -0.138
C 2.353 2.894 -1.126 -0.117
O 2.101 2.888 0.264 -0.091
H 1.913 2.020 -1.607 0.070
H 1.923 3.814 -1.523 0.074
H 3.426 2.891 -1.318 0.122
H 1.267 3.353 0.361 0.094
C 1.724 -0.377 -3.120 -0.117
O 1.449 -1.674 -2.840 -0.129
H 1.100 0.074 -3.892 0.118
H 1.460 0.206 -2.238 0.050
H 2.793 -0.242 -3.288 0.126
H 1.508 -2.135 -3.680 0.158
C -2.428 -3.184 1.957 -0.060
O -1.962 -2.164 2.853 -0.205
H -3.415 -3.487 2.306 0.106
H -2.418 -2.672 0.994 0.036
H -1.587 -3.866 1.834 0.096
H -1.213 -1.618 2.603 0.029
C -5.017 1.175 -0.049 -0.127
O -4.540 -0.162 0.051 -0.163
H -4.819 1.649 0.912 0.072
H -4.551 1.688 -0.890 0.072
H -6.085 1.154 -0.266 0.081
H -3.703 -0.221 -0.415 -0.126
C 0.421 -0.252 3.211 -0.154
O 0.650 -1.186 2.161 -0.089
H 0.478 0.763 2.816 0.112
H -0.589 -0.401 3.594 0.006
H 1.115 -0.311 4.049 0.099
H 0.667 -0.730 1.316 -0.223

56
Properties=species:S:1:pos:R:3:lowdin_charge:R:1 method="wB97M-V/def2-TZVPD" energy_ev=-151842.5846 de_lowest_ev=0.452 fmax_ha_per_bohr=0.016 orbital_gap_ev=6.3 charge=+1
Zr -1.226 -0.882 0.838 1.984
Br 5.959 0.688 -5.495 0.766
C 5.129 1.938 -4.350 -0.693
C 5.913 2.776 -3.573 -0.111
C 5.301 3.700 -2.739 -0.022
C 3.919 3.735 -2.656 -0.283
C 3.136 2.915 -3.457 -0.031
C 3.743 2.015 -4.315 -0.113
N 3.331 4.740 -1.807 0.102
N 2.489 4.452 -0.954 0.084
C 2.116 3.099 -0.648 -0.214
C 3.014 2.125 -0.292 0.014
C 2.593 0.853 0.150 0.045
C 1.258 0.579 0.248 -0.299
O 0.720 -0.601 0.631 -0.234
C 0.322 1.574 -0.106 -0.143
N -0.997 1.211 -0.010 -0.012
C -1.926 2.095 -0.328 -0.071
C -1.612 3.397 -0.738 -0.009
C -0.296 3.772 -0.840 0.050
C 0.723 2.843 -0.535 -0.085
H 6.991 2.722 -3.632 0.107
H 5.894 4.386 -2.149 0.122
H 2.057 2.996 -3.420 0.119
H 3.147 1.379 -4.955 0.105
H 4.072 2.337 -0.356 0.127
H 3.320 0.098 0.418 0.132
H -2.958 1.769 -0.257 0.122
H -2.407 4.090 -0.970 0.119
H -0.025 4.774 -1.148 0.128
Cl -6.234 -5.884 -0.478 0.732
C -5.152 -4.543 -0.467 -0.651
C -5.658 -3.253 -0.571 -0.078
C -4.819 -2.152 -0.591 -0.576
Cl -5.498 -0.578 -0.726 0.754
C -3.433 -2.306 -0.509 -0.349
O -2.557 -1.305 -0.628 -0.244
C -2.945 -3.626 -0.321 -0.133
C -1.585 -3.869 0.068 -0.101
O -0.806 -3.019 0.540 -0.094
C -3.800 -4.737 -0.341 -0.027
H -6.725 -3.094 -0.648 0.121
H -1.218 -4.898 0.004 0.158
H -3.393 -5.733 -0.221 0.129
F 0.143 -3.716 6.119 0.162
C -0.342 -2.829 5.268 -0.122
C 0.115 -1.511 5.311 -0.121
F 1.026 -1.174 6.208 0.162
C -0.360 -0.570 4.418 -0.133
F 0.097 0.673 4.458 0.154
C -1.322 -0.922 3.468 -0.284
O -1.816 -0.063 2.550 -0.211
C -1.750 -2.244 3.453 -0.151
F -2.671 -2.559 2.502 0.076
C -1.282 -3.207 4.328 -0.132
F -1.717 -4.456 4.251 0.152

55
Properties=species:S:1:pos:R:3:lowdin_charge:R:1 method="wB97M-V/def2-TZVPD" multiplicity=4 energy_ev=-161675.2586 de_lowest_ev=0.000 fmax_ha_per_bohr=0.011 orbital_gap_ev="6.5 / 6.6" charge=+1
Re 0.865 0.208 -0.420 1.605
Br 1.745 -0.120 6.756 0.796
C 1.869 0.218 4.909 -0.684
C 3.121 0.139 4.274 -0.071
C 3.245 0.368 2.926 0.025
C 2.112 0.642 2.146 -0.313
O 2.260 0.837 0.847 -0.223
C 0.852 0.753 2.792 -0.143
C -0.281 1.257 2.093 -0.001
N -0.381 1.290 0.795 -0.045
C -1.276 2.141 0.095 -0.173
C -2.457 2.663 0.543 0.026
C -3.177 3.559 -0.278 -0.031
C -2.706 3.933 -1.506 0.004
C -1.482 3.408 -1.988 -0.127
C -0.913 3.734 -3.241 0.040
C 0.274 3.167 -3.618 -0.006
C 0.900 2.253 -2.757 -0.073
N 0.401 1.935 -1.578 -0.042
C -0.781 2.505 -1.180 -0.140
C 0.757 0.554 4.188 -0.064
H 3.996 -0.104 4.861 0.116
H 4.206 0.309 2.435 0.132
H -1.071 1.720 2.679 0.151
H -2.860 2.395 1.509 0.124
H -4.115 3.955 0.085 0.120
H -3.262 4.625 -2.124 0.127
H -1.428 4.427 -3.893 0.134
H 0.733 3.395 -4.568 0.122
H 1.826 1.769 -3.041 0.117
H -0.206 0.653 4.673 0.121
Cl 1.624 -3.834 -6.290 0.713
C 1.061 -2.878 -4.967 -0.663
C 1.976 -2.358 -4.066 -0.109
C 1.464 -1.602 -3.032 -0.483
Cl 2.559 -0.881 -1.837 0.830
C 0.114 -1.332 -2.823 -0.437
O -0.316 -0.602 -1.807 -0.278
C -0.768 -1.882 -3.768 -0.580
Cl -2.456 -1.585 -3.587 0.752
C -0.302 -2.643 -4.821 -0.105
H 3.035 -2.538 -4.170 0.118
H -1.003 -3.059 -5.530 0.116
F -2.426 -4.163 4.063 0.144
C -1.642 -3.491 3.229 -0.136
C -0.261 -3.586 3.335 -0.137
F 0.280 -4.345 4.276 0.147
C 0.549 -2.886 2.461 -0.141
F 1.871 -2.964 2.601 0.133
C 0.019 -2.072 1.455 -0.225
O 0.885 -1.411 0.678 -0.231
C -1.371 -1.989 1.374 -0.138
F -1.955 -1.219 0.437 0.091
C -2.193 -2.687 2.246 -0.139
F -3.514 -2.580 2.129 0.136

60
Properties=species:S:1:pos:R:3:lowdin_charge:R:1 method="wB97M-V/def2-TZVPD" energy_ev=-117085.8702 de_lowest_ev=0.000 fmax_ha_per_bohr=0.003 orbital_gap_ev=7.3 charge=-2
Sr 0.367 0.214 -0.538 1.517
O 4.207 0.416 -2.882 -0.004
C 3.122 -0.027 -2.503 -0.634
O 2.208 0.636 -1.915 -0.242
C 2.830 -1.501 -2.831 -0.030
C 3.502 -2.016 -3.908 0.053
C 3.288 -3.325 -4.362 -0.163
C 2.392 -4.150 -3.709 0.055
C 1.752 -3.672 -2.593 -0.073
C 1.901 -2.327 -2.088 -0.305
O 1.238 -1.933 -1.092 -0.201
N 0.841 -4.599 -1.933 -0.354
O 0.195 -5.366 -2.643 0.024
O 0.773 -4.595 -0.721 0.078
N 3.993 -3.824 -5.511 -0.375
O 4.769 -3.079 -6.094 0.035
O 3.793 -4.983 -5.867 0.016
H 4.214 -1.377 -4.410 0.123
H 2.203 -5.154 -4.057 0.123
Cl 3.450 -0.409 1.804 0.641
C 2.310 0.604 2.669 -0.725
C 1.123 0.925 2.033 -0.255
C 0.271 1.728 2.763 -0.726
Cl -1.260 2.176 2.011 0.609
C 0.540 2.200 4.045 -0.716
Cl -0.581 3.212 4.901 0.617
C 1.745 1.844 4.644 -0.717
Cl 2.125 2.402 6.239 0.619
C 2.644 1.036 3.950 -0.714
Cl 4.147 0.591 4.694 0.619
O -1.091 0.273 -2.749 -0.054
C -2.168 0.069 -2.184 -0.610
N -3.363 -0.143 -2.858 0.144
C -4.334 -0.669 -1.910 -0.280
C -3.582 -0.374 -0.556 -0.469
O -4.111 -0.544 0.523 0.061
N -2.317 0.014 -0.833 0.074
C -5.658 0.064 -1.930 -0.158
C -5.889 1.127 -2.793 -0.026
C -7.107 1.798 -2.779 -0.098
C -8.104 1.415 -1.897 -0.114
C -7.875 0.356 -1.025 -0.086
C -6.664 -0.314 -1.042 -0.032
C -4.469 -2.177 -2.114 -0.134
C -5.511 -2.715 -2.863 -0.037
C -5.544 -4.073 -3.154 -0.096
C -4.531 -4.907 -2.708 -0.099
C -3.485 -4.380 -1.961 -0.061
C -3.460 -3.028 -1.661 0.002
H -3.281 -0.573 -3.767 0.153
H -5.102 1.435 -3.469 0.105
H -7.270 2.626 -3.457 0.093
H -9.052 1.940 -1.882 0.089
H -8.644 0.057 -0.323 0.096
H -6.475 -1.127 -0.353 0.121
H -6.302 -2.067 -3.220 0.111
H -6.362 -4.475 -3.740 0.093
H -4.550 -5.964 -2.945 0.095
H -2.677 -5.016 -1.623 0.102
H -2.636 -2.629 -1.082 0.124

58
Properties=species:S:1:pos:R:3:lowdin_charge:R:1 method="wB97M-V/def2-TZVPD" multiplicity=2 energy_ev=-196570.4610 de_lowest_ev=0.613 fmax_ha_per_bohr=0.032 orbital_gap_ev="6.6 / 6.6" charge=-1
Ti -0.611 1.901 -0.428 0.296
O 6.347 1.918 -0.856 -0.090
C 5.145 1.975 -0.752 -1.035
S 4.064 2.529 -2.034 0.945
C 2.558 2.318 -1.158 -1.127
C 2.647 1.869 0.101 -1.121
S 1.283 1.599 1.160 0.576
S 4.255 1.512 0.705 0.946
S 1.055 2.600 -2.010 0.592
Cl -3.242 -0.182 -1.039 0.725
C -2.498 -1.452 -1.957 -0.640
C -3.288 -2.155 -2.853 -0.105
C -2.732 -3.196 -3.576 -0.084
C -1.402 -3.536 -3.382 -0.079
C -0.627 -2.826 -2.478 -0.064
C -1.152 -1.760 -1.748 -0.347
P -0.101 -0.713 -0.627 1.022
C -0.329 -1.627 0.959 -0.396
C 0.628 -1.556 1.973 -0.148
C 0.379 -2.113 3.219 -0.071
C -0.830 -2.746 3.477 -0.091
C -1.776 -2.847 2.469 -0.084
C -1.524 -2.298 1.218 -0.114
C 1.561 -1.247 -1.189 -0.360
C 2.250 -2.313 -0.613 -0.092
C 3.457 -2.741 -1.148 -0.079
C 3.987 -2.115 -2.267 -0.080
C 3.299 -1.064 -2.854 -0.072
C 2.093 -0.634 -2.321 -0.113
H -4.328 -1.884 -2.973 0.104
H -3.340 -3.741 -4.287 0.103
H -0.963 -4.352 -3.942 0.102
H 0.407 -3.110 -2.331 0.102
H 1.561 -1.039 1.799 0.067
H 1.132 -2.039 3.993 0.106
H -1.035 -3.154 4.459 0.100
H -2.720 -3.344 2.655 0.102
H -2.279 -2.380 0.451 0.081
H 1.843 -2.826 0.247 0.097
H 3.984 -3.567 -0.685 0.101
H 4.930 -2.450 -2.681 0.102
H 3.707 -0.565 -3.724 0.106
H 1.560 0.183 -2.786 0.056
Cl -2.524 4.092 6.159 0.655
C -2.141 3.918 4.486 -0.713
C -2.120 2.658 3.900 -0.691
Cl -2.496 1.247 4.819 0.684
C -1.802 2.539 2.558 -0.546
Cl -1.900 1.011 1.734 0.781
C -1.460 3.631 1.753 -0.464
O -1.124 3.469 0.509 -0.262
C -1.529 4.896 2.355 -0.598
Cl -1.199 6.258 1.360 0.738
C -1.868 5.036 3.694 -0.690
Cl -1.957 6.611 4.391 0.671
S -3.064 4.334 -3.401 0.516
C -2.339 3.171 -2.555 -0.959
N -1.831 2.297 -1.949 -0.160

54
Properties=species:S:1:pos:R:3:lowdin_charge:R:1 method="wB97M-V/def2-TZVPD" multiplicity=3 energy_ev=-97682.3728 de_lowest_ev=2.247 fmax_ha_per_bohr=0.065 orbital_gap_ev="6.2 / 5.6" charge=-1
Ni 0.266 -0.921 -0.813 0.188
C -1.163 -2.274 4.556 -0.099
C -0.519 -2.991 3.536 -0.092
C 0.008 -2.314 2.469 -0.088
C -0.059 -0.903 2.421 -0.307
C -0.593 -0.166 3.528 -0.092
C -1.120 -0.899 4.580 -0.109
P 0.339 0.078 0.960 0.970
C -0.804 1.500 0.930 -0.323
C -0.202 2.756 0.767 -0.081
C -0.961 3.883 1.047 -0.097
C -2.258 3.755 1.515 -0.102
C -2.835 2.503 1.726 -0.083
C -2.109 1.386 1.382 -0.119
C 2.013 0.618 0.817 -0.324
C 2.709 1.259 1.850 -0.078
C 4.132 1.268 1.840 -0.089
C 4.780 0.711 0.763 -0.040
C 4.101 0.198 -0.385 -0.175
C 4.739 -0.515 -1.406 -0.071
C 3.975 -0.984 -2.472 -0.083
C 2.541 -0.926 -2.465 -0.094
C 1.920 -0.486 -1.313 -0.244
C 2.682 0.152 -0.329 -0.215
H -1.591 -2.820 5.364 0.087
H -0.436 -4.076 3.590 0.105
H 0.427 -2.916 1.630 0.116
H -0.693 0.917 3.431 0.102
H -1.606 -0.386 5.446 0.113
H 0.894 2.787 0.601 0.106
H -0.475 4.857 0.964 0.102
H -2.807 4.664 1.687 0.090
H -3.838 2.430 2.095 0.097
H -2.557 0.446 1.627 0.109
H 2.215 1.714 2.691 0.096
H 4.677 1.691 2.656 0.084
H 5.859 0.671 0.818 0.099
H 5.772 -0.712 -1.352 0.083
H 4.489 -1.656 -3.177 0.094
H 2.022 -1.209 -3.348 0.072
N -0.689 -2.071 -1.807 0.102
C -1.373 -2.713 -2.475 -0.165
C -2.243 -3.598 -3.050 -0.301
C -2.256 -3.990 -4.397 -0.253
N -2.122 -4.019 -5.557 0.092
C -3.072 -4.126 -2.036 -0.275
N -3.652 -4.451 -1.090 0.101
F -1.267 2.809 -4.670 0.093
C -1.722 1.551 -4.405 -0.102
F -1.541 0.738 -5.489 0.107
C -3.160 1.688 -3.916 -0.553
F -3.694 0.429 -3.767 0.126
F -3.934 2.339 -4.814 0.146
F -3.209 2.327 -2.754 0.173

65
Properties=species:S:1:pos:R:3:lowdin_charge:R:1 method="wB97M-V/def2-TZVPD" multiplicity=6 energy_ev=-235463.0743 de_lowest_ev=0.765 fmax_ha_per_bohr=0.033 orbital_gap_ev="9.1 / 5.8"
Cr -0.025 0.060 0.313 0.325
F 2.131 1.516 0.210 -0.302
As 3.016 0.007 -0.186 0.866
F 1.812 -0.859 0.959 -0.335
F 4.069 0.211 1.149 -0.198
F 4.066 0.785 -1.297 -0.203
F 3.581 -1.585 -0.596 -0.215
F 1.777 -0.123 -1.492 -0.287
F -4.816 -6.975 -1.179 0.144
C -5.204 -5.772 -1.640 -0.591
F -6.333 -5.458 -0.998 0.147
F -5.525 -5.958 -2.934 0.141
C -4.112 -4.745 -1.487 -0.109
C -2.932 -4.972 -2.189 0.008
C -1.896 -4.072 -2.076 -0.058
C -2.033 -2.945 -1.266 -0.333
C -3.209 -2.726 -0.564 -0.051
C -4.255 -3.630 -0.675 0.008
P -0.554 -1.876 -1.069 1.100
C 0.414 -3.128 -0.137 -0.338
C 1.372 -4.014 -0.616 -0.057
C 2.092 -4.794 0.273 0.011
C 1.854 -4.693 1.636 -0.102
C 0.833 -3.884 2.117 0.016
C 0.116 -3.109 1.230 -0.101
C 2.751 -5.440 2.585 -0.592
F 4.043 -5.136 2.381 0.148
F 2.652 -6.774 2.444 0.143
F 2.490 -5.176 3.870 0.144
C -0.047 -1.806 -2.828 -0.348
C 1.232 -2.052 -3.320 -0.073
C 1.531 -1.788 -4.644 0.016
C 0.563 -1.244 -5.475 -0.108
C -0.711 -0.975 -4.993 0.007
C -1.012 -1.258 -3.677 -0.073
C 0.926 -0.865 -6.883 -0.591
F 1.820 -1.702 -7.426 0.145
F 1.470 0.366 -6.936 0.147
F -0.136 -0.842 -7.702 0.141
H -2.835 -5.856 -2.803 0.130
H -0.972 -4.243 -2.612 0.114
H -3.300 -1.856 0.072 0.107
H -5.173 -3.479 -0.129 0.123
H 1.586 -4.099 -1.670 0.099
H 2.863 -5.460 -0.087 0.131
H 0.619 -3.837 3.173 0.127
H -0.667 -2.451 1.600 0.076
H 2.018 -2.403 -2.668 0.090
H 2.524 -1.978 -5.018 0.129
H -1.449 -0.533 -5.643 0.125
H -1.996 -1.031 -3.289 0.116
C -2.911 3.481 -1.487 -0.077
C -3.312 2.958 -0.271 -0.078
C -2.579 1.938 0.321 -0.143
C -1.448 1.432 -0.304 -0.276
C -1.045 1.967 -1.521 -0.123
C -1.790 2.972 -2.120 -0.072
H -3.462 4.293 -1.934 0.106
H -4.176 3.360 0.238 0.106
H -2.904 1.549 1.278 0.076
H -0.157 1.602 -2.028 0.096
H -1.476 3.361 -3.077 0.108
Se -0.031 1.466 2.410 0.983
C -1.207 0.136 2.728 -0.782
N -1.977 -0.692 2.970 0.117